1.
This record from OMol25 describes a cluster of 5 separate species, C19H48N5O10 in total at a distorted geometry. The level of theory is ωB97M-V/def2-TZVPD.

Values from the calculation:
**Max |F|**: 5.84 eV/A
**Net charge**: -1
**E_HOMO**: -4.80 eV
**E_LUMO**: 2.116 eV
**HOMO-LUMO gap**: 0.2541 hartree

Structure (XYZ):
```
82
Properties=species:S:1:pos:R:3:forces:R:3
O -4.62940 -3.18148 -0.32534 1.9 -0.7 -0.2
C -3.95465 -2.35187 0.31109 -4.4 3.3 2.1
O -4.50344 -1.38561 0.97610 2.5 -1.9 -1.6
O -2.51419 -2.39554 0.34543 -0.8 -2.3 0.5
C -2.07104 -3.70360 0.42603 1.2 -0.1 -2.1
O -1.10501 -4.00320 -0.24807 -0.4 0.4 0.9
N -2.69656 -4.75231 1.20396 0.0 1.2 0.7
C -2.61875 -4.55024 2.67164 -0.9 -1.3 -0.1
O -2.02156 -3.32610 3.08683 0.3 -2.1 0.4
O -2.99695 -2.37350 3.34351 -1.1 1.4 -0.1
H -3.63784 -4.97506 0.87990 0.2 0.7 0.0
H -3.67634 -4.66891 3.06878 1.2 0.4 -0.1
H -2.01695 -5.40974 3.09856 -0.3 1.2 -0.3
H -3.60996 -2.71641 4.02524 0.6 -0.3 -0.2
C 2.39060 -1.13695 -1.41058 -0.1 0.1 -0.1
C 2.27594 -2.63364 -1.13071 0.2 0.2 0.2
C 2.04093 -2.96855 0.35320 -0.2 -0.3 -0.1
O 3.19978 -2.85208 1.17441 -0.3 0.2 0.0
C 3.49878 -1.52696 1.57670 0.3 -0.3 0.0
N 3.47198 -3.30761 -1.65492 0.0 -0.2 0.1
H 3.36069 -0.72869 -1.12158 0.0 -0.1 0.0
H 2.27152 -0.94289 -2.47960 0.0 0.0 0.0
H 1.61359 -0.57795 -0.88337 0.0 0.0 0.0
H 1.40725 -2.99852 -1.68595 0.0 -0.1 0.2
H 1.74053 -4.01808 0.41650 0.1 0.1 0.0
H 1.21117 -2.38498 0.76858 0.1 0.1 0.0
H 2.59533 -0.93328 1.74439 0.0 0.0 -0.1
H 4.14165 -1.04429 0.83957 -0.1 0.2 0.1
H 4.05824 -1.57686 2.51278 0.0 0.0 0.0
H 3.34718 -4.31298 -1.55890 0.0 0.1 -0.1
H 4.24073 -3.09910 -1.01879 -0.1 0.1 -0.1
C 1.28413 4.18730 -5.03097 -0.2 0.1 -0.2
C 1.20627 2.69533 -4.71777 0.3 0.2 0.2
C 0.98850 2.38799 -3.22435 -0.1 -0.3 -0.1
O 2.14567 2.54852 -2.41515 -0.2 0.2 0.0
C 2.42433 3.88426 -2.03688 0.3 -0.3 0.0
N 2.41254 2.03845 -5.23498 -0.1 -0.2 0.1
H 2.24608 4.62343 -4.75762 0.0 -0.1 0.0
H 1.15387 4.35465 -6.10251 0.0 -0.1 0.1
H 0.49761 4.74000 -4.51066 0.0 0.0 0.0
H 0.34242 2.29777 -5.25961 0.0 -0.1 0.1
H 0.71394 1.33277 -3.13538 0.1 0.0 0.0
H 0.14761 2.96164 -2.81469 0.1 0.1 0.0
H 1.51427 4.46767 -1.87262 0.0 0.0 -0.1
H 3.05570 4.36394 -2.78856 -0.1 0.2 0.0
H 2.99064 3.85629 -1.10343 -0.1 -0.1 0.0
H 2.31278 1.03245 -5.11678 0.0 0.0 -0.1
H 3.18076 2.27828 -4.60984 -0.1 0.0 -0.1
C 6.07566 0.89118 -0.70652 -0.1 -0.1 -0.2
C 5.31719 1.78566 0.27047 0.4 -0.1 0.0
C 5.72192 3.26902 0.18878 -0.3 0.0 0.2
O 6.96857 3.57895 0.79729 -0.1 0.0 -0.3
C 8.10208 3.28773 -0.00071 0.1 0.0 0.4
N 5.48048 1.25013 1.62620 0.0 0.3 0.1
H 7.09238 0.67521 -0.37446 0.0 0.1 0.1
H 5.56669 -0.06911 -0.81169 0.0 0.1 0.0
H 6.12914 1.34819 -1.69804 0.0 0.0 0.0
H 4.25597 1.72489 0.00587 0.0 0.1 0.0
H 4.97524 3.84984 0.73981 0.1 0.0 0.1
H 5.69577 3.63303 -0.84666 0.1 -0.1 -0.1
H 7.91135 3.45495 -1.06438 -0.1 -0.1 0.0
H 8.43215 2.26111 0.17036 0.0 0.0 -0.2
H 8.91241 3.94845 0.31380 -0.1 0.0 0.0
H 4.89284 1.78512 2.26239 -0.1 -0.2 0.0
H 6.42706 1.47128 1.93236 0.0 -0.1 -0.1
C -9.53787 0.43897 1.72756 -0.3 0.0 0.0
C -8.65435 -0.79170 1.53303 0.4 0.4 0.1
C -8.23493 -1.46318 2.85641 0.1 -0.3 -0.2
O -7.21410 -0.78135 3.56996 -0.4 -0.1 0.2
C -7.66580 0.31515 4.33875 0.4 0.0 -0.1
N -7.49385 -0.41869 0.72106 -0.3 -0.3 0.2
H -8.97065 1.31608 2.04203 0.1 -0.1 0.0
H -10.03080 0.70064 0.78835 0.1 0.0 0.0
H -10.31849 0.25118 2.47142 0.0 0.0 0.0
H -9.24234 -1.52472 0.96975 0.1 -0.1 0.1
H -7.81674 -2.44474 2.61546 0.1 0.1 0.0
H -9.10311 -1.64621 3.50627 -0.1 0.2 0.1
H -8.66059 0.14163 4.76137 -0.1 0.0 -0.1
H -7.66095 1.22710 3.73749 -0.2 0.1 0.1
H -6.96127 0.46183 5.16033 0.0 -0.1 0.0
H -6.95717 -1.25906 0.50688 0.2 0.2 -0.1
H -6.86424 0.11767 1.31540 0.1 -0.1 -0.2
```
Forces are in eV/Å.

2.
This record from OMol25 describes a cluster of 4 separate species, C19H49N5O7 in total at a distorted geometry. The level of theory is ωB97M-V/def2-TZVPD.

Values from the calculation:
**SMILES**: COCCNCCOC.COCCNCCOC.COCCNCCOC.NC(N)=O
**Max |F|**: 6.67 eV/A
**Energy above the lowest of the compared OMol25 structures with the same formula, charge and spin**: 76.8 kcal/mol
**E_HOMO**: -8.72 eV
**E_LUMO**: 0.496 eV
**HOMO-LUMO gap**: 0.3386 hartree

Structure (XYZ):
```
80
Properties=species:S:1:pos:R:3:forces:R:3
C -8.56188 5.03006 -26.76722 -0.6 -0.8 0.2
O -9.88172 4.64170 -26.36906 0.1 1.1 0.1
C -10.28023 3.35499 -26.70902 -0.6 -0.5 -0.3
C -11.68794 3.01497 -26.24817 0.0 2.4 0.9
N -11.93932 1.64605 -26.42367 -1.2 -1.8 -0.7
C -13.39941 1.41120 -26.55515 1.0 0.3 1.1
C -13.73792 -0.05123 -26.67398 0.0 -1.0 -1.0
O -13.22924 -0.89519 -25.64893 -0.2 -0.3 1.0
C -14.09990 -2.03046 -25.38155 0.5 1.8 -0.2
H -7.86492 4.36177 -26.26152 0.4 0.2 0.1
H -8.41086 6.07561 -26.49867 -0.1 -0.2 0.2
H -8.38600 4.92464 -27.83776 -0.2 0.0 -0.2
H -9.64111 2.58666 -26.27394 0.5 -0.1 -0.1
H -10.38026 3.22891 -27.78708 0.7 -0.1 -0.4
H -12.42423 3.63137 -26.76396 0.1 0.0 -0.5
H -11.86531 3.29894 -25.21086 0.3 0.3 0.5
H -11.70012 1.21638 -25.54147 0.3 -0.6 -0.1
H -13.80004 2.05753 -27.33608 0.1 -0.6 -0.6
H -13.85092 1.85239 -25.66657 -0.5 -0.2 0.5
H -13.29934 -0.51670 -27.55664 0.0 0.6 -0.7
H -14.81398 -0.19006 -26.77846 -0.3 0.2 0.2
H -13.52817 -2.76239 -24.81103 -0.1 0.0 -0.2
H -14.49871 -2.42424 -26.31643 0.2 -0.3 0.0
H -14.92952 -1.61469 -24.80974 -0.2 -0.5 0.2
C -10.41700 5.13007 -21.49365 1.3 -1.0 0.5
O -11.55037 5.81151 -21.01764 -0.6 0.2 0.7
C -12.00086 5.61611 -19.64306 0.1 -1.3 -0.1
C -12.40317 4.14633 -19.34668 0.8 0.1 -1.6
N -13.39290 3.68500 -20.30713 -0.5 0.2 0.9
C -14.74213 3.88110 -19.79935 -0.3 0.3 -2.0
C -15.65564 3.81894 -21.02012 0.0 1.4 -0.7
O -15.54738 5.09591 -21.81658 0.4 -0.6 1.6
C -16.37739 5.24477 -22.97804 0.4 -1.7 1.5
H -10.57769 4.17042 -21.98490 -0.9 -0.1 -0.2
H -9.68186 4.84162 -20.74233 -0.2 0.2 0.8
H -9.77478 5.67253 -22.18748 -0.7 0.8 -0.2
H -12.91301 6.19228 -19.48780 0.3 0.5 -0.5
H -11.25093 5.90351 -18.90611 0.3 0.3 -0.2
H -12.80016 3.98948 -18.34374 0.4 0.1 0.1
H -11.54380 3.51612 -19.57559 0.4 0.0 0.8
H -13.27437 4.24388 -21.14003 -0.1 0.1 -0.3
H -14.98767 4.84563 -19.35494 0.4 0.4 0.4
H -14.99812 3.10080 -19.08263 0.0 -0.1 -0.1
H -16.64970 3.67177 -20.59789 -0.5 0.0 -0.8
H -15.29092 3.02976 -21.67758 -0.5 -0.3 0.0
H -16.34791 6.27792 -23.32423 0.0 -0.2 0.1
H -17.36031 4.90562 -22.65103 -0.5 0.4 -0.5
H -16.01269 4.52599 -23.71184 -0.1 0.2 -0.6
C -9.09772 -8.36585 -24.35782 1.1 0.0 0.1
O -8.97486 -7.00321 -24.78260 -0.7 -0.4 0.6
C -8.34557 -6.74872 -25.99545 1.7 -0.1 -1.4
C -6.82732 -7.04383 -25.97010 0.4 -0.7 -0.3
N -6.07806 -6.56349 -27.19134 -2.3 -0.3 1.9
C -6.01520 -5.11783 -27.24956 2.0 0.4 -0.8
C -5.07313 -4.41829 -26.23821 -1.2 -1.2 0.0
O -5.73484 -4.41756 -24.96751 -0.4 -0.4 -1.2
C -5.09143 -3.72400 -23.95422 0.5 0.2 0.1
H -9.58608 -8.39837 -23.38389 -0.5 0.3 -0.4
H -8.13511 -8.83054 -24.14441 0.5 0.3 0.0
H -9.51847 -9.07470 -25.07097 -0.7 0.5 -0.3
H -8.45813 -5.72074 -26.33996 -0.6 0.2 0.7
H -8.69901 -7.35632 -26.82852 -0.6 -0.3 0.0
H -6.80789 -8.13363 -25.96205 0.6 -0.2 -0.1
H -6.38021 -6.70274 -25.03637 -0.1 0.2 0.0
H -5.13333 -6.92028 -27.20802 0.0 -0.2 0.2
H -6.95748 -4.57630 -27.33297 -0.1 -0.4 0.1
H -5.48276 -5.05647 -28.19869 -0.1 1.0 -0.4
H -4.77137 -3.44808 -26.63282 -0.3 0.5 0.4
H -4.16902 -5.02709 -26.24463 0.4 -0.1 0.5
H -5.69401 -3.72230 -23.04593 -0.3 0.1 -0.3
H -4.92059 -2.71706 -24.33500 0.3 0.3 0.6
H -4.16241 -4.22468 -23.68154 0.4 0.2 -0.1
N -10.00432 -2.04916 -23.14013 0.6 -5.4 -3.8
C -10.01002 -1.04220 -22.36180 -1.4 1.1 0.6
N -11.21945 -0.51781 -22.38739 -3.9 2.5 0.7
O -9.09319 -0.66746 -21.73703 3.8 2.1 2.5
H -9.14582 -2.53706 -23.35235 -0.4 -0.1 0.2
H -10.90320 -2.41560 -23.41912 0.8 -0.3 -0.4
H -11.97710 -1.01977 -22.82796 0.2 0.5 0.0
H -11.47110 0.32950 -21.89867 0.3 -0.4 0.1
```
Forces are in eV/Å.